100
Properties=species:S:1:pos:R:3 method="wB97M-V/def2-TZVPD" charge=-1 lumo_ev=1.8 homo_ha=-0.1218
C 0.186 -2.079 3.180
C 1.049 -2.459 1.972
O 2.373 -1.975 2.136
C 3.232 -3.028 2.397
C 3.765 -3.728 1.123
O 3.216 -3.229 -0.057
C 3.753 -4.005 -1.082
C 3.340 -3.590 -2.534
O 2.359 -2.612 -2.638
C 1.508 -2.901 -3.756
P -0.380 -2.785 -3.286
C -2.193 -2.861 -2.672
C -3.228 -3.350 -3.692
N -3.231 -4.833 -3.881
O -0.740 -2.178 -4.879
C -0.765 -0.806 -4.963
C -0.816 -0.232 -3.513
C -0.309 1.192 -3.291
C -1.233 2.097 -2.475
C -1.511 1.641 -1.067
O -2.231 0.435 -1.009
C -3.536 0.621 -0.562
O -0.222 -1.157 -2.654
H 0.599 -2.596 4.045
H 0.254 -1.009 3.299
H -0.822 -2.398 2.961
H 0.651 -1.962 1.092
H 1.044 -3.534 1.830
H 4.067 -2.646 2.981
H 2.716 -3.751 3.051
H 4.853 -3.593 1.130
H 3.542 -4.799 1.184
H 3.475 -5.048 -0.901
H 4.845 -3.912 -1.025
H 3.069 -4.522 -3.027
H 4.248 -3.209 -3.019
H 1.643 -3.915 -4.133
H 1.686 -2.213 -4.594
H -0.546 -4.105 -3.878
H 0.030 -3.333 -2.004
H -2.211 -3.587 -1.855
H -2.539 -1.924 -2.227
H -3.157 -2.858 -4.658
H -4.218 -3.079 -3.295
H -4.153 -5.144 -3.630
H -3.176 -4.998 -4.871
H 0.108 -0.394 -5.485
H -1.665 -0.419 -5.451
H -1.902 -0.153 -3.329
H -0.239 1.658 -4.283
H 0.708 1.197 -2.908
H -0.725 3.060 -2.397
H -2.147 2.309 -3.026
H -2.129 2.418 -0.604
H -0.616 1.592 -0.449
H -4.005 -0.358 -0.585
H -3.542 0.981 0.470
H -4.130 1.283 -1.194
C 3.770 -7.450 6.783
C 2.327 -7.817 6.506
O 1.853 -7.195 5.303
C 2.227 -7.771 4.173
O 2.905 -8.737 4.089
C 1.620 -7.028 2.984
F 1.779 -5.711 3.094
F 0.313 -7.264 2.886
F 2.166 -7.397 1.840
H 3.888 -6.366 6.810
H 4.094 -7.867 7.736
H 4.429 -7.825 6.001
H 1.691 -7.447 7.307
H 2.189 -8.896 6.453
C -4.902 6.877 -0.080
C -4.741 6.671 -1.572
O -3.390 6.925 -1.991
C -2.527 5.953 -1.750
O -2.783 4.924 -1.231
C -1.148 6.339 -2.282
F -0.795 7.583 -1.929
F -1.105 6.296 -3.611
F -0.188 5.538 -1.844
H -4.569 7.876 0.204
H -5.944 6.755 0.212
H -4.301 6.165 0.483
H -5.363 7.381 -2.113
H -5.049 5.672 -1.876
C 1.078 7.034 1.224
C 0.976 8.540 1.118
O 0.326 9.099 2.276
C 1.074 9.216 3.355
O 2.213 8.907 3.443
C 0.264 9.856 4.482
F -0.933 9.288 4.614
F 0.065 11.155 4.247
F 0.882 9.753 5.647
H 0.093 6.596 1.392
H 1.501 6.612 0.314
H 1.704 6.736 2.064
H 0.360 8.806 0.262
H 1.951 9.003 0.969